The following is a DFT calculation (wB97M-V/def2-TZVPD) of a 2-piece molecular cluster, C9H9NO2 overall in a non-equilibrium geometry.

Last column: natural (NBO) charge in e.
CARTESIAN COORDINATES (ANGSTROEM)
C -0.5498 1.5476 2.1467  -0.48
C 0.2396 1.3156 1.1437  0.29
O 1.5734 1.7224 1.1637  -0.68
C -0.1677 0.6755 -0.1342  -0.07
C 0.0682 1.2686 -1.4027  -0.21
C -0.2132 0.6547 -2.6535  -0.19
C -0.8646 -0.5635 -2.5819  -0.22
C -1.3130 -1.0015 -1.3675  -0.21
C -0.9987 -0.5087 -0.1443  -0.20
H -1.5906 1.2371 2.0934  0.22
H -0.0700 2.0380 2.9256  0.22
H 1.8883 1.7804 0.2652  0.48
H 0.7752 2.1073 -1.4019  0.20
H 0.1637 1.1516 -3.5114  0.22
H -1.1458 -1.1619 -3.4349  0.22
H -2.0117 -1.8176 -1.1735  0.21
H -1.1702 -1.0944 0.7485  0.22
C 0.8794 -2.7304 1.7621  -0.09
N 1.7648 -2.0454 1.9563  0.24
O 2.6607 -1.3912 2.3246  -0.38
H 0.0821 -3.1843 1.2759  0.24

Output
Net charge: 0
F_max: 3.8 eV Å⁻¹
SMILES string: C=C(O)c1ccccc1.C#[N+][O-]
HOMO: -8.881 eV
Molar mass: 163.2 Da
Orbital gap: 0.3507 Eh

---

The following is a DFT calculation (wB97M-V/def2-TZVPD) of a 6-piece molecular cluster, CH12O7 overall in a non-equilibrium geometry.

Last column: natural (NBO) charge in e.
CARTESIAN COORDINATES (ANGSTROEM)
O 2.8568 -1.0250 -1.3539  -0.55
C 1.7542 -1.4812 -1.2905  0.62
O 1.4242 -2.5406 -0.5618  -0.72
H 0.6572 -1.2057 -1.5205  0.15
H 2.2196 -3.2772 -0.4970  0.49
O -0.6694 0.4364 -2.5350  -0.95
H -0.4680 0.7197 -1.6605  0.47
H -1.3981 -0.2061 -2.4336  0.48
O -1.8066 -0.9910 -0.3765  -0.97
H -2.4456 -0.5956 0.3027  0.50
H -2.1405 -1.8261 -0.5293  0.46
O 3.0929 0.4086 0.8670  -0.91
H 2.2697 0.0219 0.9427  0.45
H 2.7892 1.2901 0.4630  0.47
O -2.6753 1.5140 0.6917  -0.96
H -3.1519 2.0450 0.0890  0.48
H -2.1897 2.0150 1.2963  0.49
O -0.0846 1.7436 2.4077  -0.94
H 0.3001 0.8767 2.5273  0.48
H -0.3342 2.0775 3.1715  0.46

Output
Net charge: 0
F_max: 6.6 eV Å⁻¹
SMILES string: O=CO.O.O.O.O.O
HOMO: -10.366 eV
Molar mass: 136.1 Da
Orbital gap: 0.3900 Eh

---

The following is a DFT calculation (wB97M-V/def2-TZVPD) of one molecule with the formula CH2N2O in a non-equilibrium geometry.

Last column: natural (NBO) charge in e.
CARTESIAN COORDINATES (ANGSTROEM)
N -1.7232 -0.2442 1.3294  -0.39
C -0.6166 -0.0842 1.1210  0.52
O 0.5421 0.2547 0.6457  -0.39
N 0.8669 -0.1426 -0.7605  -0.45
H -0.0402 -0.5881 -1.0902  0.36
H 0.9710 0.8044 -1.2454  0.36

Output
Net charge: 0
F_max: 3.2 eV Å⁻¹
SMILES string: N#CON
HOMO: -10.755 eV
Molar mass: 58.0 Da
Orbital gap: 0.4152 Eh

---

The following is a DFT calculation (wB97M-V/def2-TZVPD) of one molecule with the formula C21H22Cl2N4O2.

Last column: natural (NBO) charge in e.
CARTESIAN COORDINATES (ANGSTROEM)
C -3.7197 -5.4420 -4.0972  -0.61
C -3.4720 -5.4836 -2.5878  -0.06
C -4.6710 -6.0644 -1.8449  -0.61
N -3.1898 -4.1606 -2.0736  -0.59
C -1.9360 -3.6498 -1.9882  0.40
C -1.7372 -2.3010 -1.6544  -0.29
C -0.4529 -1.7981 -1.5220  0.01
C -0.2492 -0.3954 -1.1816  -0.15
C -1.0215 0.6621 -1.6338  -0.02
N -0.5397 1.7985 -1.1020  -0.46
C 0.5265 1.5201 -0.2974  0.00
C 1.1951 2.6344 0.3805  0.65
O 0.7880 3.7812 0.2707  -0.63
N 2.2543 2.2872 1.1516  -0.61
C 3.1068 3.2856 1.7638  -0.10
C 4.1496 2.5595 2.6231  -0.06
O 4.8418 1.6468 1.8006  -0.73
C 2.3073 4.2377 2.6191  0.11
C 1.2962 3.7613 3.4439  -0.24
C 0.5772 4.6323 4.2416  -0.19
C 0.8631 5.9864 4.2399  -0.24
C 1.8768 6.4536 3.4208  -0.02
Cl 2.2513 8.1407 3.4073  0.00
C 2.5988 5.5934 2.6114  -0.27
C 0.7317 0.1563 -0.3310  -0.23
C 0.6011 -2.6985 -1.7439  -0.13
Cl 2.2576 -2.1947 -1.6830  0.00
C 0.3144 -4.0111 -2.0669  0.06
N -0.9116 -4.4832 -2.1873  -0.50
H -3.8933 -6.4441 -4.4789  0.21
H -2.8529 -5.0230 -4.6020  0.22
H -4.5895 -4.8280 -4.3248  0.20
H -2.5777 -6.0792 -2.3865  0.23
H -4.8573 -7.0834 -2.1718  0.21
H -4.4845 -6.0706 -0.7742  0.22
H -5.5631 -5.4715 -2.0396  0.19
H -3.9540 -3.5030 -2.0795  0.38
H -2.5866 -1.6566 -1.4843  0.21
H -1.8469 0.6589 -2.3182  0.22
H -0.8696 2.7410 -1.2442  0.44
H 2.6721 1.3775 1.0333  0.42
H 3.6337 3.8515 0.9818  0.21
H 4.8311 3.3028 3.0560  0.18
H 3.6393 2.0332 3.4425  0.17
H 5.5535 1.2394 2.3039  0.48
H 1.0603 2.7079 3.4434  0.22
H -0.2149 4.2569 4.8718  0.22
H 0.3060 6.6719 4.8588  0.23
H 3.3746 5.9820 1.9700  0.22
H 1.4735 -0.3962 0.2088  0.23
H 1.1094 -4.7223 -2.2457  0.20

Output
Net charge: 0
F_max: 0.5 eV Å⁻¹
SMILES string: CC(C)Nc1cc(-c2c[nH]c(C(=O)N[C@H](CO)c3cccc(Cl)c3)c2)c(Cl)cn1
HOMO: -7.907 eV
Molar mass: 433.3 Da
Orbital gap: 0.3102 Eh

---

Taking the records one at a time from the top gives ΔE to the lowest compared entry with this formula, charge and spin values of 5.323 2.146 3.167 0.000 eV.